(1)
132
Properties=species:S:1:pos:R:3 method="wB97M-V/def2-TZVPD" orbital_gap_ev=9.43 e_lumo_ev=0.5802 homo_ev=-8.85 multiplicity=1 charge=0 smiles="COC[C@H](C)N.COC[C@H](C)N.COC[C@H](C)N.COC[C@H](C)N.NC(N)=O.NC(N)=O.NC(N)=O.NC(N)=O.NC(N)=O.CC(C)O.CC(C)O"
C 1.21 -6.26 2.40
C 0.45 -5.00 2.10
C -0.06 -4.84 0.68
O 1.04 -4.66 -0.21
C 0.80 -4.04 -1.47
N -0.72 -4.89 2.96
H 1.47 -6.29 3.45
H 2.05 -6.43 1.73
H 0.61 -7.14 2.22
H 1.19 -4.18 2.20
H -0.67 -3.94 0.61
H -0.62 -5.71 0.38
H 0.20 -4.64 -2.18
H 1.77 -3.91 -1.93
H 0.28 -3.09 -1.36
H -0.52 -5.02 3.92
H -1.07 -3.91 2.94
C 2.77 1.27 -5.27
C 1.28 1.85 -5.38
C 0.80 1.76 -6.84
O -0.49 2.27 -6.95
C -1.00 2.15 -8.23
N 0.45 1.14 -4.35
H 2.82 0.16 -5.18
H 2.93 1.45 -4.21
H 3.56 1.63 -5.94
H 1.36 2.86 -4.95
H 0.73 0.67 -7.06
H 1.56 2.20 -7.51
H -0.57 2.97 -8.81
H -2.05 2.32 -8.03
H -0.87 1.22 -8.73
H -0.45 1.05 -4.79
H 0.78 0.20 -4.19
C -3.17 2.83 3.92
C -2.54 1.47 3.95
C -3.49 0.24 4.10
O -4.00 0.21 5.39
C -5.05 -0.76 5.43
N -1.76 1.24 2.68
H -3.88 2.91 4.71
H -3.69 3.08 3.01
H -2.37 3.59 4.07
H -1.93 1.45 4.85
H -2.90 -0.73 3.90
H -4.29 0.27 3.32
H -4.77 -1.63 4.85
H -5.97 -0.38 4.98
H -5.24 -1.03 6.48
H -1.07 1.98 2.51
H -1.19 0.40 2.68
C -2.41 3.34 0.27
C -3.04 3.65 -1.06
C -1.95 3.50 -2.12
O -2.31 4.24 -3.30
C -1.35 4.15 -4.37
N -4.13 2.72 -1.29
H -1.92 2.34 0.33
H -3.17 3.23 1.04
H -1.75 4.15 0.58
H -3.45 4.68 -1.00
H -1.73 2.41 -2.35
H -1.02 4.00 -1.77
H -0.32 4.28 -3.99
H -1.56 4.97 -5.06
H -1.36 3.20 -4.93
H -4.87 2.91 -0.59
H -4.56 3.02 -2.16
C -3.86 -1.34 -1.31
C -3.86 -0.97 0.21
C -4.62 -2.07 1.00
O -2.50 -0.85 0.72
H -4.83 -1.59 -1.76
H -3.15 -2.12 -1.37
H -3.49 -0.50 -1.92
H -4.39 -0.04 0.37
H -5.65 -2.19 0.64
H -4.62 -2.06 2.09
H -4.17 -3.03 0.80
H -2.60 -0.43 1.59
C 3.23 4.58 -1.26
C 2.49 3.23 -1.21
C 1.64 3.24 0.06
O 1.67 3.15 -2.36
H 3.98 4.58 -0.44
H 2.61 5.43 -1.02
H 3.71 4.63 -2.24
H 3.29 2.48 -1.16
H 1.32 2.22 0.17
H 0.81 3.93 0.09
H 2.25 3.55 0.95
H 1.49 2.19 -2.55
C -0.27 -1.76 4.77
O -0.81 -1.55 3.64
N 1.04 -2.09 5.00
N -0.95 -1.57 5.99
H 1.77 -2.02 4.30
H 1.27 -1.79 5.94
H -0.72 -2.09 6.80
H -1.86 -1.21 5.92
C 0.76 -0.35 -0.60
O 1.96 -0.10 -0.82
N 0.47 -0.91 0.57
N -0.14 -0.08 -1.49
H 1.27 -1.37 1.05
H -0.45 -1.25 0.69
H 0.17 0.56 -2.26
H -1.09 0.09 -1.20
C 3.73 -2.70 1.73
O 2.58 -2.45 2.20
N 4.89 -2.23 2.16
N 3.83 -3.60 0.64
H 5.67 -2.06 1.63
H 4.76 -1.75 3.01
H 3.03 -4.21 0.64
H 4.77 -3.93 0.37
C 5.29 -1.53 -1.40
O 6.16 -2.34 -1.10
N 5.39 -0.16 -1.19
N 4.03 -1.77 -2.05
H 6.26 0.18 -0.82
H 4.71 0.60 -1.34
H 3.33 -1.12 -1.76
H 3.62 -2.71 -2.03
C 3.10 0.42 2.90
O 3.74 -0.08 3.80
N 1.82 1.02 3.04
N 3.56 0.47 1.63
H 1.44 0.87 3.96
H 1.20 1.00 2.26
H 4.25 -0.22 1.39
H 2.91 0.58 0.88



(2)
95
Properties=species:S:1:pos:R:3 method="wB97M-V/def2-TZVPD" orbital_gap_ev=6.07 e_lumo_ev=2.4051 homo_ev=-3.67 multiplicity=1 charge=-1
Tl 1.86 -1.18 0.69
C -2.54 1.73 -1.18
C -1.43 2.54 -1.73
C -1.63 3.38 -2.78
C -0.56 4.15 -3.33
C -0.69 5.10 -4.45
C 0.74 3.90 -2.84
C 0.93 2.90 -1.87
C 2.36 2.40 -1.43
C -0.12 2.25 -1.29
H -2.25 0.99 -0.48
H -2.95 1.12 -1.94
H -3.45 2.30 -0.84
H -2.60 3.59 -3.18
H -1.75 5.34 -4.78
H -0.22 4.66 -5.42
H -0.20 6.08 -4.20
H 1.62 4.26 -3.30
H 2.27 2.12 -0.36
H 3.08 3.18 -1.62
H 2.77 1.52 -1.95
H -0.02 1.51 -0.46
N -1.40 -1.09 -4.42
C -0.57 -0.27 -5.23
C -1.00 0.33 -6.35
C -0.15 1.07 -7.13
C 1.06 1.44 -6.62
C 1.48 0.98 -5.35
C 0.71 0.07 -4.70
S 1.34 -0.60 -3.15
N -0.03 -1.15 -2.41
C -1.13 -1.29 -3.06
C -2.28 -1.80 -2.22
C -2.00 -2.38 -1.00
C -3.03 -2.87 -0.23
C -4.34 -2.71 -0.64
C -4.52 -2.19 -1.94
N -3.51 -1.77 -2.78
H -2.40 -1.22 -4.67
H -1.97 0.15 -6.84
H -0.37 1.35 -8.17
H 1.64 2.16 -7.19
H 2.47 1.28 -5.09
H -1.00 -2.45 -0.62
H -2.84 -3.23 0.76
H -5.13 -3.07 0.00
H -5.59 -2.16 -2.35
S 4.97 -3.08 2.86
C 4.94 -1.33 2.83
N 5.94 -0.68 2.34
C 6.89 -1.62 1.90
C 8.16 -1.33 1.38
C 9.10 -2.33 1.21
C 8.75 -3.65 1.58
C 7.55 -3.96 2.14
C 6.58 -2.95 2.23
H 4.06 -0.82 3.18
H 8.40 -0.27 1.17
H 9.96 -2.02 0.61
H 9.48 -4.49 1.60
H 7.41 -4.93 2.47
C 1.19 -3.49 0.34
H 1.08 -3.73 -0.68
H 0.17 -3.81 0.90
H 2.13 -4.04 0.78
O 1.34 -1.73 4.79
C 0.46 -1.27 4.10
N -0.72 -0.78 4.67
C -1.55 -0.15 3.68
C -0.76 -0.45 2.42
O -1.24 -0.22 1.32
N 0.41 -1.09 2.75
C -1.64 1.29 3.86
C -2.46 1.73 4.89
C -2.45 3.03 5.33
C -1.69 3.99 4.66
C -0.97 3.54 3.50
C -0.85 2.20 3.19
C -2.89 -0.87 3.46
C -2.95 -2.19 3.76
C -4.08 -2.94 3.41
C -5.21 -2.35 2.85
C -5.16 -1.00 2.64
C -4.01 -0.24 2.94
H -0.54 -0.32 5.59
H -2.98 0.99 5.53
H -3.08 3.22 6.25
H -1.68 4.98 5.04
H -0.30 4.28 3.01
H -0.24 1.79 2.42
H -2.14 -2.66 4.27
H -4.04 -4.04 3.42
H -6.08 -2.97 2.66
H -5.95 -0.46 2.21
H -3.95 0.81 2.66



(3)
73
Properties=species:S:1:pos:R:3 method="wB97M-V/def2-TZVPD" orbital_gap_ev="6.91 / 7.62" e_lumo_ev="-1.7029 / -1.2224" homo_ev="-8.61 / -8.85" multiplicity=3 charge=0
Mo 0.00 0.00 0.00
Cl 0.47 -0.05 -2.41
P -0.33 -2.34 -0.21
C 0.96 -3.19 -1.30
C -0.40 -3.42 1.31
C -1.91 -2.60 -1.19
C 2.36 -2.61 -1.18
H 0.60 -2.96 -2.30
C 1.02 -4.71 -1.15
H 1.60 -5.00 -0.27
H 1.52 -5.13 -2.02
H 0.05 -5.19 -1.07
H 2.46 -1.70 -1.76
H 3.08 -3.33 -1.56
H 2.63 -2.39 -0.15
H -1.63 -2.10 -2.12
C -3.12 -1.86 -0.62
C -2.27 -4.04 -1.52
H -1.63 -4.47 -2.29
H -3.30 -4.08 -1.90
H -2.23 -4.68 -0.64
H -2.83 -1.09 0.09
H -3.81 -2.54 -0.13
H -3.66 -1.38 -1.44
C 0.87 -3.24 2.13
H -0.40 -4.44 0.92
C -1.65 -3.24 2.16
H 1.75 -3.67 1.66
H 0.75 -3.74 3.10
H 1.07 -2.19 2.32
H -1.89 -2.20 2.32
H -1.48 -3.70 3.14
H -2.51 -3.74 1.72
Cl -0.44 0.05 2.28
H -1.46 0.27 -0.67
P 0.41 2.33 -0.16
C -0.47 3.15 -1.63
C 0.00 3.46 1.27
C 2.21 2.56 -0.60
C -1.83 2.56 -1.96
H 0.20 2.89 -2.46
C -0.58 4.67 -1.54
H -1.40 4.97 -0.90
H -0.78 5.07 -2.54
H 0.32 5.16 -1.18
H -1.74 1.60 -2.45
H -2.36 3.24 -2.63
H -2.45 2.44 -1.07
H 2.23 2.04 -1.56
C 3.17 1.83 0.33
C 2.68 3.99 -0.83
H 2.30 4.41 -1.75
H 3.77 4.01 -0.89
H 2.40 4.65 -0.01
H 2.65 1.16 1.01
H 3.76 2.52 0.93
H 3.87 1.23 -0.26
C -1.48 3.32 1.63
H 0.15 4.47 0.88
C 0.90 3.29 2.48
H -2.13 3.91 0.99
H -1.63 3.67 2.66
H -1.80 2.29 1.58
H 0.93 2.26 2.82
H 0.51 3.89 3.30
H 1.91 3.63 2.29
Cl 3.24 1.31 3.55
C 2.82 -0.39 3.28
Cl 1.54 -0.90 4.42
C 2.81 -0.86 1.81
O 3.93 -1.48 1.47
O 1.88 -0.68 0.79
H 3.71 -0.87 3.73



(4)
50
Properties=species:S:1:pos:R:3 method="wB97M-V/def2-TZVPD" orbital_gap_ev=8.76 e_lumo_ev=0.6259 homo_ev=-8.13 multiplicity=1 charge=0 smiles="C=CCOc1ccc2c(c1)Sc1ccccc1C(CC)=C2c1ccc(O)cc1"
O -4.20 -4.17 -1.76
O -1.39 4.06 1.10
S 1.89 0.42 2.24
C -4.73 5.60 1.59
C 0.54 -1.12 -0.36
C -3.38 5.43 1.62
C 1.87 -1.50 -0.23
C 5.08 1.32 -0.07
C 4.94 0.55 -1.28
C -2.71 -3.18 -0.15
C -1.99 -3.17 -2.46
C -1.42 2.10 -0.46
C 4.16 1.21 1.01
C -0.02 2.25 1.41
C -1.56 -2.35 0.20
C -0.87 -2.32 -2.07
C 3.83 -0.37 -1.37
C -0.94 0.81 -0.82
C -2.95 -3.56 -1.47
C -1.02 2.81 0.63
C 3.07 0.33 0.93
C 0.64 0.95 1.08
C -0.59 -1.98 -0.72
C 2.92 -0.49 -0.24
C 0.07 0.25 -0.02
C -2.69 4.09 1.80
C 2.04 -3.89 0.68
C 2.31 -2.97 -0.52
H -3.96 -4.77 -2.45
H -5.45 4.84 1.92
H -5.20 6.43 1.17
H -2.77 6.20 1.24
H 5.93 1.96 -0.08
H 5.66 0.21 -1.99
H -3.34 -3.50 0.68
H -2.13 -3.51 -3.47
H -2.20 2.49 -1.11
H 4.24 1.87 1.88
H 0.43 2.79 2.29
H -1.46 -2.06 1.24
H -0.26 -1.78 -2.86
H 3.80 -0.89 -2.27
H -1.22 0.43 -1.78
H -3.42 3.26 1.54
H -2.35 3.84 2.80
H 2.29 -3.41 1.70
H 1.08 -4.26 0.80
H 2.60 -4.76 0.59
H 1.57 -3.44 -1.17
H 3.30 -3.06 -0.93



(5)
36
Properties=species:S:1:pos:R:3 method="wB97M-V/def2-TZVPD" orbital_gap_ev="5.11 / 6.00" e_lumo_ev="1.3360 / 1.6839" homo_ev="-3.77 / -4.32" multiplicity=8 charge=-1
Tb 0.73 -0.92 -0.43
O 0.13 4.09 -0.15
C 0.10 2.75 -0.22
O 0.99 2.05 0.19
C -1.13 2.22 -0.88
C -2.10 3.05 -1.42
C -3.16 2.45 -2.10
C -3.20 1.07 -2.20
C -2.18 0.33 -1.60
N -1.18 0.89 -0.94
C -2.12 -1.19 -1.73
O -2.82 -1.72 -2.57
O -1.27 -1.72 -0.91
H 0.97 4.32 0.27
H -2.01 4.12 -1.34
H -3.93 3.06 -2.55
H -3.96 0.54 -2.74
S 1.66 -2.07 -5.66
Sb 0.93 -1.71 -3.55
S 1.95 -2.95 -1.85
S 1.45 0.46 -2.67
F -1.08 -2.52 2.58
C -0.06 -3.32 2.30
F -0.15 -4.41 3.05
F -0.12 -3.67 1.02
S 1.60 -2.48 2.60
O 2.03 -2.04 1.27
O 2.36 -3.47 3.28
N 1.32 -1.21 3.51
S 1.05 0.13 2.71
O 0.12 -0.15 1.59
O 0.73 1.22 3.57
C 2.77 0.61 2.00
F 2.95 0.36 0.70
F 2.95 1.91 2.21
F 3.69 -0.06 2.69



(6)
14
Properties=species:S:1:pos:R:3 method="wB97M-V/def2-TZVPD" orbital_gap_ev=10.28 e_lumo_ev=0.8988 homo_ev=-9.38 multiplicity=1 charge=0 smiles="C1=CCOC1.O"
O 0.53 -1.48 -1.84
C 0.26 0.79 -0.60
C -1.01 0.55 -0.27
C -1.05 -0.01 1.13
O 0.29 -0.39 1.39
C 1.13 0.41 0.57
H 0.99 -1.84 -1.07
H 0.64 1.21 -1.51
H -0.28 -1.10 -1.44
H -1.88 0.81 -0.86
H -1.69 -0.89 1.28
H -1.38 0.77 1.83
H 1.43 1.33 1.08
H 2.04 -0.16 0.33



(7)
21
Properties=species:S:1:pos:R:3 method="wB97M-V/def2-TZVPD" orbital_gap_ev=10.57 e_lumo_ev=-0.1863 homo_ev=-10.76 multiplicity=1 charge=0 smiles=O.O.O.O.O.O.O
O 2.12 -2.03 0.81
H 2.99 -1.74 1.09
H 2.07 -1.80 -0.13
O 0.24 0.11 4.25
H 0.19 -0.32 3.39
H -0.37 0.84 4.17
O -0.60 0.87 -1.98
H -1.40 0.37 -1.72
H -0.84 1.32 -2.80
O 0.80 2.93 -0.29
H 0.75 2.38 0.51
H 0.17 2.51 -0.90
O 0.10 0.07 1.29
H -0.59 -0.04 0.63
H 0.68 -0.70 1.19
O 1.36 -1.23 -1.94
H 1.05 -1.45 -2.82
H 0.90 -0.40 -1.73
O -2.92 -0.50 -1.27
H -3.44 0.16 -0.80
H -3.25 -1.35 -0.96



(8)
8
Properties=species:S:1:pos:R:3 method="wB97M-V/def2-TZVPD" orbital_gap_ev="7.54 / 6.79" e_lumo_ev="0.6329 / -3.4346" homo_ev="-6.90 / -10.22" multiplicity=3 charge=0
C 0.35 0.11 0.25
C -0.42 3.10 0.96
N -0.66 -0.42 -0.23
N 0.67 2.59 0.88
O 1.07 1.31 0.42
S -1.74 3.84 1.30
H 1.30 -0.42 0.41
H -1.35 0.18 -0.69